(1)
{"formula": "C43H32AsCl5F6HfNO2P2", "method": "the ωB97M-V functional and the def2-TZVPD basis", "relative_energy_kcal_mol": 28.6, "e_lumo_ev": [-0.1, -3.5], "spin_multiplicity": 2, "symbols": ["Hf", "C", "P", "C", "C", "C", "C", "C", "C", "C", "C", "C", "C", "C", "C", "C", "C", "C", "C", "C", "P", "C", "C", "C", "C", "C", "C", "C", "C", "C", "C", "C", "C", "N", "H", "H", "H", "H", "H", "H", "H", "H", "H", "H", "H", "H", "H", "H", "H", "H", "H", "H", "H", "H", "H", "H", "H", "H", "H", "H", "Cl", "C", "C", "Cl", "C", "Cl", "C", "O", "C", "O", "C", "Cl", "Cl", "C", "C", "C", "C", "C", "C", "C", "H", "H", "H", "H", "H", "H", "F", "As", "F", "F", "F", "F", "F"], "xyz": [[-0.60043, -0.24834, -1.17686], [-1.74321, -2.33772, 1.31487], [-1.39199, -0.51849, 1.58130], [-2.72272, 0.29963, 2.51618], [-2.41546, 1.61632, 2.88000], [-3.34265, 2.39343, 3.55010], [-4.59230, 1.86482, 3.85375], [-4.90085, 0.56157, 3.49818], [-3.96907, -0.22150, 2.82852], [-0.16511, -0.79910, 2.91760], [-0.60476, -0.99762, 4.22717], [0.29268, -1.36754, 5.21482], [1.63659, -1.54116, 4.91072], [2.07919, -1.33403, 3.61460], [1.18241, -0.97053, 2.62120], [-0.47859, -2.81012, 0.65933], [0.34155, -3.86546, 0.98914], [1.50054, -3.74730, 0.19199], [1.35438, -2.61343, -0.58473], [2.37956, -1.99538, -1.48939], [3.34276, -0.54410, -0.71175], [4.95212, -0.83709, -1.57055], [6.06310, -1.15682, -0.79547], [7.29832, -1.38985, -1.38699], [7.43269, -1.29934, -2.76308], [6.32993, -0.98038, -3.54590], [5.09784, -0.75090, -2.95600], [2.85358, 0.95774, -1.67486], [1.68506, 1.07353, -2.42513], [1.34821, 2.25758, -3.06051], [2.15474, 3.37386, -2.89727], [3.30969, 3.28517, -2.13323], [3.66553, 2.08156, -1.54361], [0.12733, -2.04619, -0.32124], [-2.62115, -2.46057, 0.68267], [-1.90380, -2.86628, 2.25399], [-1.43886, 2.02362, 2.63435], [-3.09177, 3.40625, 3.83756], [-5.32434, 2.47346, 4.36913], [-5.87245, 0.15089, 3.74433], [-4.21553, -1.24288, 2.56824], [-1.64966, -0.86207, 4.47823], [-0.05917, -1.52284, 6.22693], [2.33184, -1.83911, 5.68520], [3.12681, -1.45644, 3.36949], [1.53830, -0.82440, 1.61240], [0.12464, -4.62145, 1.72799], [2.35759, -4.40290, 0.17851], [1.98129, -1.71756, -2.47113], [3.16026, -2.73352, -1.66450], [5.94807, -1.21907, 0.28088], [8.15345, -1.63668, -0.77037], [8.39552, -1.47244, -3.22647], [6.43250, -0.90597, -4.62153], [4.24375, -0.50319, -3.57576], [1.05332, 0.18624, -2.52597], [0.46429, 2.31898, -3.68069], [1.88155, 4.30797, -3.36968], [3.93805, 4.15752, -2.00454], [4.57966, 2.00702, -0.96671], [2.00615, 5.00437, 2.25852], [1.01292, 4.01730, 1.26120], [-0.08344, 4.56475, 0.60502], [-0.46339, 6.23190, 0.79234], [-0.88952, 3.75546, -0.19596], [-2.26365, 4.39293, -1.01449], [-0.60145, 2.40862, -0.35121], [-1.32504, 1.57361, -1.09878], [0.51912, 1.85435, 0.30019], [0.73740, 0.54922, 0.07315], [1.31186, 2.66061, 1.11241], [2.65161, 1.96949, 1.93549], [-8.10101, 0.26095, 1.09067], [-6.55144, -0.07224, 0.42001], [-6.13466, -1.39607, 0.28293], [-4.90132, -1.66200, -0.26289], [-4.05730, -0.61847, -0.70765], [-2.86110, -0.87979, -1.43910], [-4.50211, 0.71371, -0.52398], [-5.73031, 0.98308, 0.02700], [-6.78757, -2.20209, 0.58840], [-4.59718, -2.69209, -0.40535], [-2.78671, -0.16919, -2.26626], [-2.75517, -1.92273, -1.73780], [-3.85581, 1.52660, -0.83722], [-6.06894, 2.00304, 0.14587], [-0.57641, -1.83709, -2.91670], [-0.86700, -1.01609, -4.55952], [0.83592, -0.75927, -4.55897], [-1.03128, 0.44563, -3.47746], [-1.09397, -0.03488, -5.92784], [-2.54317, -1.29545, -4.33968], [-0.68083, -2.49557, -5.37783]], "lowdin_charge": [1.625, -0.238, 1.120, -0.368, -0.085, -0.061, -0.074, -0.084, -0.098, -0.313, -0.082, -0.080, -0.079, -0.071, -0.115, -0.395, -0.050, -0.049, -0.382, -0.251, 1.106, -0.398, -0.110, -0.090, -0.091, -0.080, -0.088, -0.379, -0.163, -0.060, -0.064, -0.061, -0.099, -0.124, 0.042, 0.099, 0.106, 0.110, 0.106, 0.104, 0.104, 0.103, 0.103, 0.103, 0.108, 0.049, 0.103, 0.101, 0.061, 0.088, 0.093, 0.101, 0.101, 0.104, 0.109, 0.019, 0.111, 0.108, 0.109, 0.110, 0.684, -0.708, -0.708, 0.681, -0.615, 0.719, -0.379, -0.248, -0.370, -0.356, -0.595, 0.755, 0.722, -0.657, -0.090, -0.026, -0.273, -0.116, 0.006, -0.078, 0.115, 0.126, 0.066, 0.092, 0.111, 0.118, -0.315, 0.812, -0.212, -0.307, -0.186, -0.203, -0.188]}

(2)
{"formula": "C2H8NOPS", "method": "the ωB97M-V functional and the def2-TZVPD basis", "relative_energy_kcal_mol": 42.4, "smiles": "CC[P@](N)(O)=S", "e_lumo_ev": 0.6, "symbols": ["C", "C", "N", "O", "P", "S", "H", "H", "H", "H", "H", "H", "H", "H"], "xyz": [[-0.80075, 1.31825, 0.36598], [0.66232, 0.92291, -0.11062], [-0.38541, -1.85869, 0.55717], [1.73611, -1.40462, -1.09687], [0.29470, -0.71657, -0.97894], [-0.82992, -0.80922, -2.56894], [-1.42076, 1.82756, -0.36613], [-1.50640, 0.54809, 0.77222], [-0.74408, 2.14229, 1.07015], [1.27135, 0.73429, 0.65706], [1.14936, 1.50786, -0.93296], [-0.24619, -2.81227, 0.23343], [-1.35101, -1.62952, 0.67002], [1.70303, -2.37384, -1.27042]], "lowdin_charge": [-0.164, -0.270, -0.109, -0.277, 0.280, 0.183, 0.058, 0.067, 0.059, 0.021, 0.101, -0.008, -0.029, 0.089]}

(3)
{"formula": "C37H45N5Pt", "method": "the ωB97M-V functional and the def2-TZVPD basis", "relative_energy_kcal_mol": 56.6, "e_lumo_ev": [-1.1, -1.1], "symbols": ["Pt", "C", "C", "C", "C", "C", "C", "C", "C", "C", "C", "C", "C", "C", "C", "C", "C", "N", "C", "C", "C", "N", "C", "C", "C", "N", "C", "C", "C", "C", "C", "C", "C", "C", "C", "C", "C", "C", "N", "C", "C", "H", "H", "H", "H", "H", "H", "H", "H", "H", "H", "H", "H", "H", "H", "H", "H", "H", "H", "H", "H", "H", "H", "H", "H", "H", "H", "H", "H", "H", "H", "H", "H", "H", "H", "H", "H", "H", "H", "H", "H", "H", "H", "H", "H", "N", "C", "H"], "xyz": [[0.14840, 0.26830, 0.00320], [-4.59560, 3.15140, 2.73990], [-4.13570, 3.59220, 1.34930], [-3.40790, 2.50820, 0.62640], [-3.86920, 1.68100, -0.35470], [-5.24290, 1.64340, -0.94030], [-6.14600, 0.64640, -0.21020], [-2.78420, 0.79080, -0.72620], [-2.94120, -0.21590, -1.67180], [-2.02660, -1.18580, -2.10570], [-2.18860, -2.31830, -2.92280], [-3.44190, -2.66550, -3.65570], [-4.38880, -3.56980, -2.86720], [-0.95820, -3.00310, -2.97200], [-0.03440, -2.29170, -2.18800], [1.29460, -2.55830, -1.83360], [2.10070, -1.91920, -0.89740], [1.82800, -0.85430, -0.07070], [2.92620, -0.63200, 0.71840], [3.00510, 0.29200, 1.73830], [1.99210, 1.16020, 2.16840], [0.72600, 1.19440, 1.65080], [0.06860, 2.25290, 2.21630], [-1.22740, 2.66230, 1.86860], [-2.03940, 2.12400, 0.89150], [-1.68930, 1.10790, 0.04340], [0.91840, 2.86400, 3.18520], [2.11440, 2.16990, 3.16670], [3.33910, 2.42890, 3.98080], [4.34430, 3.28470, 3.20630], [0.54350, 4.01540, 4.05870], [-0.29690, 3.55480, 5.25180], [3.96960, -1.55900, 0.34690], [3.44840, -2.37040, -0.61320], [4.11680, -3.51910, -1.29020], [4.70040, -3.10120, -2.64090], [5.33190, -1.60840, 0.95730], [5.31390, -2.34770, 2.29520], [-0.68440, -1.14760, -1.71650], [-0.63870, -4.23340, -3.75530], [-0.69080, -5.51610, -2.92560], [-5.06150, 3.98750, 3.25490], [-3.75380, 2.80210, 3.33160], [-5.31660, 2.34160, 2.66540], [-3.48470, 4.46430, 1.44740], [-5.00520, 3.89870, 0.76500], [-5.20260, 1.38000, -1.99930], [-5.69190, 2.63490, -0.86910], [-5.75120, -0.36390, -0.28540], [-7.14630, 0.66630, -0.63870], [-6.21370, 0.89920, 0.84470], [-3.92560, -0.29860, -2.10510], [-3.18160, -3.16370, -4.59140], [-3.97120, -1.74480, -3.91070], [-3.91660, -4.52460, -2.65150], [-5.29210, -3.74970, -3.44700], [-4.66880, -3.10170, -1.92710], [1.73540, -3.40790, -2.33090], [3.94950, 0.36860, 2.25460], [-1.62060, 3.49770, 2.42620], [3.80590, 1.47950, 4.25420], [3.06080, 2.93860, 4.90500], [4.62960, 2.79060, 2.28040], [5.23820, 3.46250, 3.80030], [3.90290, 4.24500, 2.95200], [-0.02290, 4.74870, 3.47980], [1.44740, 4.50730, 4.42220], [-1.20070, 3.05520, 4.91060], [-0.57580, 4.40500, 5.87020], [0.26630, 2.85270, 5.86200], [3.40040, -4.33200, -1.42900], [4.91510, -3.89320, -0.64930], [3.91280, -2.76020, -3.30850], [5.22480, -3.93060, -3.11100], [5.40050, -2.28040, -2.50540], [5.70390, -0.59210, 1.10590], [6.02210, -2.10700, 0.27410], [4.60370, -1.88370, 2.97420], [6.30130, -2.32530, 2.74860], [5.01670, -3.38320, 2.15010], [0.36470, -4.13680, -4.17810], [-1.33890, -4.32260, -4.58710], [-0.00220, -5.45320, -2.08730], [-0.40750, -6.36650, -3.54310], [-1.69200, -5.68350, -2.53680], [0.33520, 0.65280, -2.97170], [-0.00320, 0.08710, -1.93120], [0.12750, 0.23830, -3.88000]], "lowdin_charge": [1.321, -0.080, -0.188, -0.134, -0.131, -0.192, -0.078, -0.205, 0.072, -0.165, -0.114, -0.189, -0.078, -0.115, -0.168, 0.070, -0.204, -0.053, -0.218, 0.063, -0.220, -0.093, -0.219, 0.063, -0.218, -0.056, -0.135, -0.135, -0.193, -0.084, -0.193, -0.083, -0.136, -0.139, -0.196, -0.082, -0.193, -0.085, -0.046, -0.186, -0.081, 0.071, 0.063, 0.066, 0.111, 0.104, 0.106, 0.104, 0.069, 0.072, 0.065, 0.103, 0.106, 0.110, 0.064, 0.072, 0.071, 0.103, 0.104, 0.105, 0.109, 0.106, 0.070, 0.070, 0.076, 0.110, 0.105, 0.065, 0.070, 0.076, 0.106, 0.106, 0.070, 0.070, 0.077, 0.111, 0.106, 0.068, 0.070, 0.075, 0.113, 0.105, 0.071, 0.072, 0.065, 0.144, -0.521, 0.060]}

Number 1: E_tot -7729.9291 Eh. Number 2: E_tot -950.5564 Eh. Number 3: E_tot -1830.0010 Eh.